(1)
Below is C19H25N3O2 in the gas phase in a non-equilibrium geometry, with properties calculated with ωB97M-V/def2-TZVPD.

energy relative to the best compared isomer or geometry (same formula, charge and spin) = 7.0783 eV
SMILES = C=C(C)[C@H]1CC=C(C)/C(=N\NC(=O)CNc2ccccc2OC)C1
net charge = 0
Kohn-Sham gap = 8.030 eV

Each line ends with the natural charge from an NBO analysis.
Element x y z (Å)
O: -1.883 1.469 -3.058  -0.6134
N: -1.954 1.462 -0.173  -0.2072
O: 1.435 -1.036 0.046  -0.5300
C: -1.259 0.518 -2.441  0.6363
C: -2.395 3.400 5.479  -0.4163
C: -2.013 -0.288 1.779  -0.1036
C: -1.982 -0.368 3.164  -0.1127
C: -2.559 3.459 4.151  0.0484
C: -2.226 1.065 1.073  0.2357
C: 4.571 -1.237 -2.044  -0.2367
C: 3.996 -1.667 -3.238  -0.2087
C: 3.756 -1.171 -0.895  -0.2671
C: 2.592 -1.635 -3.425  -0.2402
C: 2.309 -1.239 -0.994  0.2588
C: 1.796 -1.442 -2.312  0.1316
N: -1.411 0.474 -1.069  -0.4822
N: 0.386 -1.336 -2.413  -0.6257
C: 1.999 -1.108 1.410  -0.2643
C: -1.924 -1.574 1.042  -0.6715
C: -2.976 4.719 3.477  -0.6529
C: -0.425 -0.477 -3.196  -0.2985
C: -2.263 0.842 4.029  -0.4408
C: -2.695 2.288 1.939  -0.4186
C: -2.085 2.226 3.329  -0.2500
H: -2.211 2.592 6.058  0.1838
H: -2.563 4.242 6.223  0.1890
H: -1.720 -1.339 3.577  0.2093
H: 5.632 -1.096 -2.090  0.2211
H: 4.377 -2.114 -4.081  0.2130
H: 4.172 -1.087 0.142  0.2174
H: 2.126 -1.887 -4.351  0.2184
H: -1.189 -0.399 -0.594  0.3728
H: 0.029 -1.264 -1.410  0.3698
H: 2.780 -0.295 1.656  0.1985
H: 2.409 -2.105 1.609  0.1897
H: 1.104 -1.068 2.067  0.2073
H: -1.014 -1.893 0.483  0.2222
H: -2.182 -2.435 1.715  0.2316
H: -2.783 -1.543 0.337  0.2312
H: -2.766 5.521 4.178  0.2282
H: -2.359 4.933 2.507  0.2196
H: -4.038 4.541 3.319  0.2308
H: 0.225 0.171 -3.830  0.2397
H: -1.129 -1.054 -3.836  0.2225
H: -1.697 0.823 4.917  0.2243
H: -3.412 0.744 4.304  0.2218
H: -3.770 2.269 2.044  0.2080
H: -2.356 3.133 1.337  0.2445
H: -1.051 2.444 3.058  0.2148

***

(2)
Below is C83H70Br2NO3P3RbS2 as an isolated structure in a non-equilibrium geometry, with properties calculated with ωB97M-V/def2-TZVPD.

energy relative to the best compared isomer or geometry (same formula, charge and spin) = 0.0000 eV
net charge = -1
Kohn-Sham gap = 4.724 eV

Each line ends with the Mulliken charge.
Element x y z (Å)
Rb: 0.584 0.162 -0.521  2.6253
O: -2.161 2.212 -0.813  -0.5818
S: -2.567 1.050 0.047  1.2995
C: -3.325 -0.119 -1.101  0.1842
C: -3.964 0.481 -2.157  0.0162
C: -4.444 -0.237 -3.270  -1.0621
C: -4.236 -1.583 -3.293  0.1240
C: -4.561 -2.608 -4.356  -0.9084
C: -4.036 -3.954 -3.785  -0.9835
C: -3.418 -3.591 -2.453  0.3400
C: -2.767 -4.344 -1.534  -1.0718
C: -2.298 -3.708 -0.356  -0.2539
C: -2.432 -2.369 -0.092  -0.4525
P: -1.655 -1.687 1.441  2.6683
C: -1.087 -3.196 2.316  -1.2261
C: -1.895 -3.982 3.136  -0.4587
C: -1.368 -5.082 3.798  -0.8603
C: -0.025 -5.407 3.646  -0.9346
C: 0.789 -4.630 2.835  -0.2567
C: 0.257 -3.529 2.175  1.0718
C: -3.141 -1.251 2.421  -0.2952
C: -2.958 -0.303 3.426  0.1109
C: -4.020 0.094 4.226  -0.5352
C: -5.278 -0.460 4.030  -0.6880
C: -5.470 -1.407 3.032  -0.8417
C: -4.408 -1.796 2.228  -0.1864
C: -3.094 -1.538 -1.074  -1.1666
C: -3.579 -2.206 -2.213  0.5903
C: -3.981 1.656 0.978  -0.5523
C: -5.232 1.141 0.777  0.0490
C: -6.393 1.684 1.382  -1.1196
C: -6.252 2.783 2.165  0.5265
C: -7.276 3.611 2.908  -1.0201
C: -6.462 4.772 3.544  -0.8669
C: -5.024 4.478 3.180  -0.1746
C: -3.871 5.141 3.467  -0.9611
C: -2.655 4.595 2.998  0.0121
C: -2.558 3.441 2.252  -0.2482
P: -0.873 2.748 1.901  2.3772
C: 0.016 4.301 1.541  -0.0416
C: 0.964 4.888 2.365  -0.3206
C: 1.587 6.072 1.977  -0.7251
C: 1.255 6.677 0.777  -0.6259
C: 0.308 6.087 -0.056  -0.3650
C: -0.298 4.901 0.318  -0.5542
C: -0.323 2.251 3.574  -0.2170
C: 0.865 1.512 3.605  -0.5466
C: 1.303 0.928 4.783  -0.4353
C: 0.565 1.075 5.952  -0.9832
C: -0.606 1.817 5.935  -0.5907
C: -1.047 2.402 4.754  -0.2581
C: -3.774 2.781 1.862  -1.6306
C: -4.963 3.318 2.383  1.6433
H: -4.044 1.562 -2.143  0.5773
H: -4.926 0.287 -4.086  0.4621
H: -4.072 -2.351 -5.298  0.2715
H: -5.633 -2.641 -4.557  0.4652
H: -3.305 -4.417 -4.449  0.2351
H: -4.845 -4.676 -3.657  0.3734
H: -2.602 -5.406 -1.670  0.4678
H: -1.792 -4.327 0.374  0.5350
H: -2.940 -3.732 3.272  0.3837
H: -2.005 -5.679 4.438  0.4404
H: 0.388 -6.261 4.170  0.3751
H: 1.839 -4.866 2.714  0.4981
H: 0.909 -2.920 1.562  -0.5345
H: -1.978 0.142 3.574  0.0715
H: -3.862 0.843 4.992  0.3807
H: -6.111 -0.145 4.646  0.3840
H: -6.452 -1.836 2.874  0.4255
H: -4.565 -2.529 1.445  0.3907
H: -5.351 0.295 0.115  0.5732
H: -7.357 1.228 1.193  0.4502
H: -7.776 3.012 3.671  0.2064
H: -8.053 3.978 2.236  0.2987
H: -6.595 4.814 4.626  0.3135
H: -6.772 5.742 3.150  0.2694
H: -3.861 6.053 4.051  0.4608
H: -1.735 5.107 3.260  0.5542
H: 1.241 4.415 3.299  0.2818
H: 2.347 6.508 2.613  0.3783
H: 1.754 7.587 0.470  0.3848
H: 0.076 6.532 -1.016  0.3970
H: -1.004 4.414 -0.347  0.3031
H: 1.442 1.379 2.694  0.3343
H: 2.205 0.331 4.777  0.3753
H: 0.899 0.605 6.868  0.3593
H: -1.187 1.937 6.842  0.4264
H: -1.975 2.961 4.753  0.3752
C: 4.156 0.632 -2.524  -0.7873
C: 4.836 -0.673 -2.891  -0.2004
C: 5.448 -0.745 -4.140  -0.2372
C: 6.015 -1.923 -4.611  -0.8462
C: 5.973 -3.052 -3.811  -0.6908
C: 5.371 -2.983 -2.556  -0.8831
C: 4.794 -1.814 -2.054  0.1155
P: 3.593 -1.694 -0.500  3.4935
C: 3.907 -3.433 0.073  0.1502
C: 5.083 -3.710 0.777  -0.7375
C: 5.387 -4.982 1.236  -0.8163
C: 4.512 -6.030 0.983  -0.8818
C: 3.343 -5.772 0.285  -0.1578
C: 3.023 -4.493 -0.170  0.6775
C: 1.728 -4.321 -0.920  -1.3060
C: 4.742 -0.699 0.516  -0.6029
C: 6.034 -0.215 0.364  -0.2716
C: 6.595 0.519 1.403  -0.6663
C: 5.865 0.764 2.561  -0.8932
C: 4.568 0.280 2.700  0.0832
C: 4.003 -0.483 1.682  0.5327
C: 2.712 -1.227 1.557  -0.9764
H: 4.484 1.429 -3.194  0.6784
H: 4.348 0.959 -1.503  -0.1451
H: 3.066 0.558 -2.619  -0.0633
H: 5.470 0.144 -4.762  0.4112
H: 6.486 -1.951 -5.587  0.3367
H: 6.411 -3.983 -4.153  0.3746
H: 5.348 -3.886 -1.953  0.4079
H: 5.777 -2.901 0.967  0.3972
H: 6.305 -5.151 1.784  0.4113
H: 4.734 -7.032 1.329  0.3490
H: 2.644 -6.579 0.092  0.3917
H: 0.944 -4.942 -0.480  0.5150
H: 1.842 -4.641 -1.961  0.5745
H: 1.379 -3.292 -0.930  -0.5839
H: 6.599 -0.409 -0.541  0.4053
H: 7.602 0.907 1.309  0.3796
H: 6.311 1.347 3.359  0.3402
H: 4.013 0.489 3.606  -0.0209
H: 1.828 -0.579 1.527  -0.8409
H: 2.586 -1.988 2.331  0.5687
C: -1.163 1.910 -3.994  -0.9354
C: -0.066 2.854 -3.591  0.4626
C: 0.230 3.979 -4.395  -1.1847
C: 1.240 4.814 -4.032  -1.4146
C: 1.971 4.567 -2.848  1.5757
C: 3.037 5.376 -2.387  -0.2324
Br: 3.577 6.921 -3.365  -0.3103
C: 3.702 5.056 -1.237  -0.4644
C: 3.307 3.962 -0.469  0.1272
Br: 4.280 3.555 1.099  -0.1377
C: 2.209 3.141 -0.786  0.1843
O: 1.769 2.226 -0.042  -0.0285
C: 1.584 3.442 -2.080  -1.4221
N: 0.588 2.599 -2.486  0.9152
H: -1.970 2.442 -4.503  0.5860
H: -1.565 1.425 -3.108  -0.3221
H: -0.789 1.143 -4.677  0.1832
H: -0.346 4.164 -5.293  0.5504
H: 1.491 5.676 -4.637  0.3613
H: 4.533 5.664 -0.903  0.4520
O: -0.065 -1.810 -2.118  -0.7813
S: 0.404 -1.298 -3.462  0.8513
C: -0.521 -2.241 -4.714  0.2699
C: 0.384 -3.359 -5.220  -0.7486
C: 1.794 -2.767 -5.232  -0.8827
C: 1.970 -2.107 -3.872  1.3284
H: -0.812 -1.550 -5.507  0.5276
H: -1.414 -2.570 -4.182  -0.8811
H: 0.072 -3.710 -6.205  0.5394
H: 0.343 -4.208 -4.534  0.2223
H: 1.881 -2.027 -6.033  0.3101
H: 2.573 -3.512 -5.395  0.4015
H: 2.780 -1.386 -3.813  -0.7003
H: 2.109 -2.834 -3.074  -0.9701

***

(3)
Below is C24H43N2NdOP3 as an isolated structure in a non-equilibrium geometry, with properties calculated with ωB97M-V/def2-TZVPD.

multiplicity = 4
⟨S²⟩ = 3.754
net charge = +3
Kohn-Sham gap (alpha / beta) = 2.895 / 3.036 eV

Each line ends with the Löwdin spin population.
Element x y z (Å)
Nd: 0.125 -0.511 1.149  3.0522
P: 2.418 0.798 2.337  -0.0089
P: -0.543 1.814 -0.554  -0.0093
P: 2.089 -0.846 -1.054  -0.0079
H: -1.362 -3.014 0.923  0.0001
C: -0.283 -3.040 0.691  -0.0015
C: 0.676 -2.984 1.681  -0.0040
H: 0.411 -2.883 2.746  -0.0001
C: 2.125 1.160 4.105  -0.0012
C: 3.156 2.377 1.775  -0.0014
C: 3.902 -0.281 2.469  -0.0008
C: -1.907 1.303 -1.678  -0.0007
C: -1.371 3.132 0.410  -0.0016
C: 0.561 2.798 -1.637  -0.0015
C: 2.966 -2.449 -0.962  -0.0011
C: 3.455 0.284 -1.487  -0.0010
C: 1.181 -1.027 -2.643  -0.0010
H: -0.052 -3.336 -0.339  0.0004
H: 1.727 -3.232 1.494  0.0002
H: 1.671 0.285 4.588  0.0000
H: 1.426 1.999 4.213  0.0000
H: 3.084 1.398 4.588  -0.0003
H: 2.382 3.157 1.787  0.0000
H: 3.527 2.280 0.746  0.0000
H: 3.978 2.674 2.443  -0.0003
H: 3.606 -1.238 2.924  0.0001
H: 4.655 0.207 3.107  -0.0003
H: 4.322 -0.487 1.473  0.0000
H: -2.341 2.163 -2.211  -0.0003
H: -2.694 0.819 -1.078  0.0000
H: -1.544 0.560 -2.403  0.0000
H: -1.820 3.882 -0.259  -0.0004
H: -0.642 3.617 1.070  0.0000
H: -2.141 2.692 1.056  0.0000
H: 0.031 3.647 -2.095  -0.0003
H: 0.995 2.174 -2.429  0.0000
H: 1.396 3.186 -1.037  0.0000
H: 3.516 -2.605 -1.898  -0.0003
H: 2.256 -3.272 -0.810  0.0000
H: 3.672 -2.434 -0.121  0.0000
H: 3.940 -0.062 -2.411  -0.0003
H: 4.194 0.294 -0.674  0.0000
H: 3.075 1.303 -1.641  0.0000
H: 1.858 -1.429 -3.413  -0.0003
H: 0.782 -0.057 -2.978  0.0000
H: 0.343 -1.731 -2.510  0.0000
C: -2.050 -1.158 -6.069  0.0000
C: -3.171 -1.646 -6.783  0.0000
C: -3.389 -3.023 -6.812  0.0000
C: -2.498 -3.902 -6.176  0.0000
C: -1.364 -3.404 -5.517  0.0000
C: -1.122 -2.030 -5.488  0.0000
O: -1.845 0.172 -5.838  0.0000
H: -2.528 0.679 -6.319  0.0000
H: -3.851 -0.945 -7.272  0.0000
H: -4.263 -3.419 -7.334  0.0000
H: -2.682 -4.976 -6.197  0.0000
H: -0.661 -4.075 -5.026  0.0000
H: -0.239 -1.607 -5.007  0.0000
N: -2.661 -0.865 4.564  0.0001
C: -1.883 -1.149 3.511  0.0006
N: -1.261 -0.027 3.074  -0.0084
C: -1.669 1.028 3.920  -0.0005
C: -1.276 2.374 3.980  0.0000
C: -1.841 3.163 4.991  0.0000
C: -2.752 2.620 5.918  0.0000
C: -3.120 1.258 5.858  -0.0001
C: -2.557 0.505 4.845  -0.0002
H: -3.245 -1.525 5.072  0.0000
H: -1.762 -2.151 3.092  0.0001
H: -0.548 2.755 3.253  0.0000
H: -1.575 4.223 5.073  0.0000
H: -3.178 3.257 6.686  0.0000
H: -3.809 0.783 6.545  0.0000

***

| no. | DFT total energy (eV) |
| --- | --- |
| 1 | -28668.69216 |
| 2 | -285119.84129 |
| 3 | -73732.19332 |